[1]
ORCA calculation (the ωB97M-V functional and the def2-TZVPD basis) on a cluster of 3 separate species, C4H15NO2S in total.

Structure (XYZ):
```
23
Properties=species:S:1:pos:R:3:forces:R:3
C -0.477789 -0.995105 -2.220551 -1.5 5.5 -1.1
N -0.612347 -0.151306 -0.965324 3.4 -7.3 -0.9
C -0.137019 -0.792511 0.349643 -2.0 2.3 0.0
C -1.044814 -0.216858 1.480224 -0.2 -2.0 0.8
S -0.339487 -0.808654 3.133357 -0.3 0.1 -0.7
C 0.705289 -0.129991 -3.086334 -1.4 -2.5 1.2
H -1.560169 -0.809837 -2.738014 2.8 -1.0 0.8
H -0.115892 -1.963777 -2.135576 0.2 -1.8 0.8
H -1.346643 0.418438 -1.130551 -2.9 3.0 0.4
H -0.190590 -1.900770 0.366608 0.1 0.7 -0.7
H 0.881930 -0.448934 0.400124 0.6 -0.1 0.5
H -2.097650 -0.717045 1.346363 1.9 1.2 0.6
H -1.099358 0.858751 1.614640 -0.1 0.1 -0.7
H 0.821604 -0.085757 3.175945 -0.7 -0.2 -0.4
H 0.348237 0.846663 -3.006501 -0.9 1.7 -1.6
H 0.891371 -0.705323 -4.039626 -0.1 1.3 1.0
H 1.536515 0.027281 -2.417733 0.8 -1.1 -0.2
H -2.047697 3.746420 -0.781070 -0.2 -0.7 0.0
H -0.813528 2.881366 -1.452726 -1.1 1.0 0.6
O -1.188623 3.755815 -1.201343 1.3 -0.3 -0.6
H 3.270884 0.129044 0.195783 1.6 3.3 1.9
H 2.377769 -0.334674 -0.850226 0.7 -0.5 0.1
O 3.012051 -0.647995 -0.181379 -2.0 -2.8 -2.1
```
Forces are in eV/Å.

**Energy above the lowest of the compared OMol25 structures with the same formula, charge and spin**: 210.2 kJ/mol
**<S²>**: 0.76
**Multiplicity**: 2
**Charge**: +1
**DFT total energy**: -764.40218 a.u.

***

[2]
ORCA calculation (the ωB97M-V functional and the def2-TZVPD basis) on a cluster of 4 separate species, C4H15NO3 in total.

Structure (XYZ):
```
23
Properties=species:S:1:pos:R:3:forces:R:3
C 1.712303 -1.946864 -0.117792 0.1 0.0 0.2
C 1.446299 -0.519674 -0.534939 -0.5 -0.6 0.4
C 0.370851 -0.215015 -1.265118 0.4 0.5 -0.4
N -0.065911 1.073042 -1.538466 0.0 0.4 -0.3
C -0.512583 1.486182 -2.862914 0.1 0.1 0.2
H 0.797299 -2.528963 -0.013936 -0.1 0.0 -0.3
H 2.393391 -2.435175 -0.819999 0.0 -0.1 0.1
H 2.146228 -2.020563 0.882726 0.2 0.2 -0.1
H 2.059870 0.260386 -0.100338 0.0 0.1 -0.1
H -0.262119 -0.987975 -1.686004 0.0 -0.1 0.1
H 0.487156 1.805113 -1.118304 0.0 -0.2 0.2
H -1.553965 1.819671 -2.864274 -0.1 -0.2 0.0
H 0.085020 2.348007 -3.170359 0.0 -0.1 -0.2
H -0.371639 0.697967 -3.602234 -0.1 0.0 0.0
H -0.922850 0.841252 3.011148 0.4 0.2 0.1
H 0.119715 0.037141 3.940459 0.0 0.6 -0.1
O -0.637519 -0.024776 3.349629 -0.4 -0.7 0.0
H -0.482435 1.388782 0.814839 -0.2 -0.6 -0.3
H -1.801540 2.122517 1.192061 0.1 -0.2 -0.2
O -0.826077 2.184616 1.220927 0.0 0.8 0.6
H -1.134462 -1.596394 2.470576 0.1 -0.1 -0.3
H -1.752853 -1.593768 1.102424 0.1 -0.2 0.1
O -1.294189 -2.195505 1.709888 -0.3 0.3 0.1
```
Forces are in eV/Å.

**Energy above the lowest of the compared OMol25 structures with the same formula, charge and spin**: 99.6 kJ/mol
**<S²>**: 0.75
**Multiplicity**: 2
**Charge**: -1
**DFT total energy**: -441.80980 a.u.

***

[3]
ORCA calculation (the ωB97M-V functional and the def2-TZVPD basis) on a cluster of 4 separate species, C4H15NO3 in total.

Structure (XYZ):
```
23
Properties=species:S:1:pos:R:3:forces:R:3
C 0.319614 2.119915 -0.064568 -0.8 1.0 -0.1
C -0.064703 0.839839 -0.201456 -0.4 1.6 0.2
C -1.289978 0.467298 -0.969235 -0.1 -3.2 0.8
N 0.553177 -0.250117 0.415305 2.0 -0.8 0.0
C 1.424532 -0.926034 -0.616129 -1.2 -2.0 0.7
H -0.372715 2.904762 -0.453513 0.7 -0.7 0.1
H 1.156804 2.553710 0.514311 -0.4 -0.9 -0.3
H -1.261256 -0.600878 -1.359878 0.8 1.4 -0.5
H -1.658722 1.158868 -1.658590 -0.2 1.0 -1.2
H -2.100803 0.178958 -0.310897 -0.4 0.8 0.9
H 1.169330 0.046830 1.177120 -0.4 0.1 -0.3
H 2.475222 -0.640111 -0.651884 -0.2 1.0 -0.3
H 0.846646 -0.855976 -1.544908 1.0 0.0 0.1
H 1.515750 -2.008081 -0.398498 -0.4 0.3 0.2
O -1.927941 0.361774 3.518164 0.6 -0.4 0.3
H -1.680838 0.037332 4.398645 -0.3 0.2 -0.2
H -1.266972 -0.072264 2.957989 -0.3 0.2 -0.1
O -0.938019 -2.889583 1.344548 -0.2 0.3 -0.1
H -0.860114 -1.960916 1.052368 0.4 -0.5 0.2
H -0.170671 -3.072804 1.896357 0.0 0.2 -0.1
O 1.087249 0.653872 -2.991360 -0.4 -0.1 -0.4
H 1.405280 1.221126 -2.282024 0.2 0.2 -0.2
H 1.639118 0.732471 -3.771856 0.2 0.3 0.2
```
Forces are in eV/Å.

**Energy above the lowest of the compared OMol25 structures with the same formula, charge and spin**: 172.3 kJ/mol
**Multiplicity**: 1
**DFT total energy**: -441.81626 a.u.

***

[4]
ORCA calculation (the ωB97M-V functional and the def2-TZVPD basis) on a cluster of 3 separate species, C4H15NO3 in total.

Structure (XYZ):
```
23
Properties=species:S:1:pos:R:3:forces:R:3
C -2.217519 -1.668983 0.457452 0.6 0.3 0.1
N -1.035345 -0.792179 0.385278 -0.2 -0.4 0.8
C -0.531439 -0.384778 -0.915660 -0.6 0.6 0.6
C 0.965901 -0.074177 -0.708663 -0.2 0.1 -1.8
C 1.822539 0.384741 -1.900970 0.8 -0.6 -0.3
O 0.971544 1.019465 0.178556 -0.8 0.3 1.2
H -1.931909 -2.551980 1.018585 0.0 -0.6 -0.4
H -3.063777 -1.291597 1.042139 0.1 0.5 -0.4
H -2.522267 -1.882444 -0.570148 -0.3 -0.3 0.3
H -1.080960 -0.020814 1.032831 -0.1 0.1 -0.2
H -1.114847 0.485956 -1.264262 0.6 0.2 -0.2
H -0.783102 -1.171342 -1.624919 0.7 -0.2 -0.1
H 1.385281 -0.990797 -0.289150 0.1 0.1 0.2
H 2.851433 0.213101 -1.514749 -0.3 1.1 -0.3
H 1.607265 1.395372 -2.314260 0.2 -0.5 0.9
H 1.878806 -0.232123 -2.791415 -0.7 -0.7 -0.1
H 1.756891 1.265463 0.667053 0.6 -0.8 -0.2
O -0.230350 3.288383 -0.113622 0.3 -0.6 0.1
H 0.618800 2.803356 -0.112067 -0.4 0.8 -0.3
H -0.754430 2.491824 0.051242 -0.4 0.5 0.0
O 0.476122 -1.093633 3.306935 0.2 0.7 0.4
H 0.261518 -1.007729 2.371878 -0.1 0.0 -0.3
H 0.669845 -0.185084 3.607936 -0.2 -0.7 -0.2
```
Forces are in eV/Å.

**Energy above the lowest of the compared OMol25 structures with the same formula, charge and spin**: 143.1 kJ/mol
**Multiplicity**: 1
**DFT total energy**: -441.82735 a.u.

***

[5]
ORCA calculation (the ωB97M-V functional and the def2-TZVPD basis) on a cluster of 4 separate species, C4H15NO3 in total.

Structure (XYZ):
```
23
Properties=species:S:1:pos:R:3:forces:R:3
C 0.290189 1.290947 1.318427 -1.1 0.1 -2.0
C -0.338716 0.452477 0.452109 0.3 1.1 1.4
C -0.031671 -0.974255 0.301008 0.2 -1.7 -1.6
N -1.539058 0.880668 -0.155504 -0.9 1.7 0.9
C -1.791785 0.649981 -1.567773 -0.5 -2.4 0.5
H 1.233409 1.339702 1.796107 0.7 -1.2 0.6
H -0.094277 2.272104 1.247581 -0.5 1.2 0.2
H 0.721876 -1.197521 -0.497457 -0.7 0.4 0.3
H -0.986016 -1.519842 0.017175 1.4 0.2 0.7
H 0.452772 -1.367830 1.193470 -0.5 -0.1 0.2
H -1.811711 1.835331 0.152510 0.5 -1.0 -0.3
H -1.524822 -0.454966 -1.641974 -0.5 1.4 -0.9
H -1.162504 1.239487 -2.178707 0.8 0.5 -0.9
H -2.866741 0.802916 -1.877681 1.1 -0.2 0.7
O 3.719569 -1.366316 0.513164 -0.5 -0.1 -0.2
H 4.453303 -1.022009 1.007899 0.8 0.2 0.3
H 2.964199 -1.108756 1.049597 -0.2 -0.1 0.0
O 2.504433 0.748007 -1.151285 0.8 -0.5 -0.5
H 1.976360 0.857974 -0.368025 -0.5 0.3 0.5
H 3.104329 0.008595 -0.930940 -0.3 0.4 -0.1
O -3.419627 -1.266635 0.419758 2.4 -0.7 -0.9
H -4.119628 -0.723270 0.657903 -2.5 1.2 0.9
H -2.770249 -0.561939 0.185353 -0.1 -0.6 0.3
```
Forces are in eV/Å.

**Energy above the lowest of the compared OMol25 structures with the same formula, charge and spin**: 159.1 kJ/mol
**Multiplicity**: 1
**DFT total energy**: -441.82127 a.u.

***

[6]
ORCA calculation (the ωB97M-V functional and the def2-TZVPD basis) on a cluster of 3 separate species, C4H15NO3 in total.

Structure (XYZ):
```
23
Properties=species:S:1:pos:R:3:forces:R:3
C 1.384874 1.880049 0.518731 1.0 -0.7 1.7
C 1.350618 0.356568 0.703595 -2.1 0.7 3.3
C -0.126095 -0.198257 0.688266 2.3 -1.0 -0.6
N -0.490916 -0.280428 -0.739372 -5.2 -10.1 7.0
C -1.897194 -0.685991 -1.022188 -1.6 0.1 -1.5
O -2.088077 -0.603509 -2.462187 -0.7 1.2 1.3
H 1.173715 2.518182 1.401704 0.7 -0.8 0.1
H 0.589986 2.158568 -0.049301 -2.2 0.8 -2.4
H 2.300181 2.176519 0.050923 0.5 0.5 -0.2
H 1.645201 0.132597 1.734248 0.4 0.1 0.0
H 2.040666 -0.157657 0.122816 0.9 -1.0 -1.5
H -0.135570 -1.268664 1.140055 -0.2 1.8 -0.7
H -0.632566 0.520386 1.369927 -0.6 -0.5 -0.7
H -0.257757 0.412546 -1.192182 2.5 9.2 -5.7
H -2.263609 -1.735249 -0.855164 1.6 0.5 1.0
H -2.772404 -0.087711 -0.562494 1.7 -0.2 -0.6
H -1.331859 -1.019228 -2.839608 0.7 -0.6 -0.7
O -0.608940 -0.920918 4.376110 1.4 -4.0 0.1
H -0.900482 -0.082201 4.360183 -1.7 4.9 0.8
H -0.568827 -1.057864 3.439016 0.3 -0.9 -0.9
O 1.120505 -0.829434 -3.776681 -0.6 0.0 1.1
H 1.868481 -0.312681 -3.462206 0.2 0.0 -0.2
H 0.600066 -0.915620 -2.944191 0.6 -0.1 -0.7
```
Forces are in eV/Å.

**Energy above the lowest of the compared OMol25 structures with the same formula, charge and spin**: 278.2 kJ/mol
**Multiplicity**: 1
**DFT total energy**: -441.77592 a.u.

***

[7]
ORCA calculation (the ωB97M-V functional and the def2-TZVPD basis) on a cluster of 4 separate species, C4H15NO5 in total.

Structure (XYZ):
```
25
Properties=species:S:1:pos:R:3:forces:R:3
C -2.116514 -2.034852 -0.467115 0.8 1.5 -0.8
C -0.812545 -1.354483 -1.056029 -2.9 -1.6 0.5
C -0.235465 -0.444588 0.039229 1.8 0.1 -1.8
N -0.168025 0.846449 -0.616632 4.8 -1.0 1.2
C -1.180897 -0.390878 1.268260 3.2 -2.3 -0.1
O -1.895643 0.507719 1.406075 -2.5 3.0 0.8
O -1.075044 -1.343049 2.244242 1.2 -3.5 -2.3
H -2.889043 -1.386781 -0.057465 0.3 0.6 -0.2
H -1.893467 -2.689166 0.301401 0.6 -1.5 1.6
H -2.619702 -2.602536 -1.168562 -0.9 -1.3 -1.8
H -1.152558 -0.961691 -2.024529 0.3 1.2 0.6
H -0.164179 -2.122628 -1.430762 0.7 -0.6 0.5
H 0.875135 -0.786582 0.201956 -2.2 0.7 0.5
H -0.972006 1.199901 -0.904782 -4.8 1.3 -1.6
H 0.249846 1.597876 -0.107010 0.5 0.0 0.8
H -0.729697 -2.249814 1.757126 -1.0 3.4 2.0
O 1.705780 1.119978 -3.132233 0.7 -0.2 -2.3
H 0.856201 1.204195 -2.763407 -1.7 0.0 1.0
H 2.290728 1.208007 -2.412964 1.1 0.1 1.4
O 3.014189 0.432874 0.869036 1.3 -1.7 -0.2
H 3.399462 0.502301 1.736978 0.5 -0.2 0.4
H 2.382960 1.106866 0.893996 -1.7 1.9 -0.3
O 1.331795 2.763276 1.543422 1.2 -1.7 1.8
H 0.642731 3.361012 1.397147 -1.7 1.7 -0.7
H 1.155955 2.516595 2.482621 0.4 0.0 -1.0
```
Forces are in eV/Å.

**Energy above the lowest of the compared OMol25 structures with the same formula, charge and spin**: 189.0 kJ/mol
**Multiplicity**: 1
**DFT total energy**: -592.31107 a.u.

***

[8]
ORCA calculation (the ωB97M-V functional and the def2-TZVPD basis) on a cluster of 4 separate species, C4H15NO5 in total.

Structure (XYZ):
```
25
Properties=species:S:1:pos:R:3:forces:R:3
C 0.597352 -0.605037 -0.510785 -2.0 -1.0 -1.0
C 1.534292 -0.938044 0.631765 0.5 -3.1 -0.2
C 2.343307 0.268842 1.066918 3.1 -0.4 -0.4
O 1.994638 0.857050 2.016510 -1.1 1.0 1.8
N -0.719403 -0.009798 -0.103665 2.7 -0.1 2.4
C -0.956805 1.408511 -0.285012 1.8 1.4 2.3
O -0.387976 2.115843 0.911748 0.7 -2.2 -0.7
H 0.389994 -1.639755 -0.994706 0.0 1.4 0.8
H 0.998390 0.015361 -1.293066 0.2 0.3 -0.2
H 0.947952 -1.336198 1.423795 -1.1 0.9 1.4
H 2.055744 -1.994056 0.638918 0.2 2.3 -1.4
H 3.369412 0.617163 0.640188 -1.5 -1.1 -0.1
H -0.944219 -0.229861 0.944680 0.5 0.3 -2.4
H -1.979989 1.585291 -0.248569 -1.9 0.3 -0.5
H -0.367408 1.981920 -0.980177 -0.4 -1.1 -1.6
H -0.945159 2.750320 1.322694 -1.3 0.8 0.4
H 1.982088 3.062404 -0.580561 0.4 -0.7 -0.3
H 1.283757 2.038610 0.164953 -2.3 0.0 2.7
O 1.890688 2.088212 -0.513806 2.0 1.5 -2.7
H -0.847715 -2.964452 -1.996945 -0.7 0.0 -0.4
H -2.058720 -2.805831 -0.970667 -1.6 0.6 -0.2
O -1.210757 -3.154790 -1.131130 2.3 -0.9 0.5
H -3.000406 -1.129874 -0.878248 0.0 0.4 1.4
H -2.653820 -0.921970 0.672507 1.9 0.1 1.1
O -3.315238 -1.059862 0.052663 -2.5 -0.6 -2.7
```
Forces are in eV/Å.

**Energy above the lowest of the compared OMol25 structures with the same formula, charge and spin**: 284.4 kJ/mol
**<S²>**: 0.76
**Multiplicity**: 2
**Charge**: +1
**DFT total energy**: -591.91506 a.u.

***

[9]
ORCA calculation (the ωB97M-V functional and the def2-TZVPD basis) on a cluster of 5 separate species, C4H15NO7 in total.

Structure (XYZ):
```
27
Properties=species:S:1:pos:R:3:forces:R:3
O -1.099373 0.667524 -0.992542 0.7 0.4 0.5
C 0.032831 0.246916 -0.859457 -2.1 -0.8 -1.3
N 0.921395 1.052452 -0.171456 1.8 0.8 1.1
C 2.140818 0.667226 0.317158 -2.4 0.0 -0.8
O 2.918840 1.491106 0.778079 0.7 0.3 0.3
C 0.440202 -1.047235 -1.459513 0.3 0.0 0.4
C -0.804977 -1.994278 -1.485210 3.2 -1.3 1.1
O -1.109192 -2.370771 -0.141453 -0.5 0.7 -0.4
H 0.533806 1.975906 0.057562 0.4 -0.3 0.0
H 2.421679 -0.402207 0.248266 0.4 0.3 -0.2
H 1.289362 -1.439007 -0.882368 -0.5 -0.7 0.0
H 0.875214 -0.828008 -2.445141 -0.4 0.0 0.1
H -1.617865 -1.607500 -2.056410 -0.6 0.2 -0.3
H -0.358264 -2.914919 -1.890946 -0.8 0.2 -0.4
H -1.599037 -1.635192 0.247914 -0.1 -0.2 0.2
H -1.631581 -0.969326 2.994828 0.4 -0.2 0.1
H -1.783755 0.453891 2.518813 0.8 -0.2 -0.1
O -1.086512 -0.237644 2.675413 -0.9 0.1 -0.1
H -3.190056 1.266277 0.868971 0.4 -1.2 0.2
H -3.297634 2.298293 1.788282 0.3 -0.4 1.3
O -3.029844 1.352655 1.827475 -0.9 1.8 -1.6
H 0.925847 1.640782 -3.648422 -0.4 0.2 -0.1
H -0.451696 0.920593 -3.348750 0.0 0.5 -0.2
O 0.446192 0.807978 -3.675455 0.3 -0.3 -0.1
H 0.514294 -0.642624 2.026776 0.1 -0.1 0.2
H 1.726350 -0.324066 2.878095 0.2 -0.2 -0.1
O 1.502657 -0.706686 2.014735 -0.4 0.3 0.3
```
Forces are in eV/Å.

**Energy above the lowest of the compared OMol25 structures with the same formula, charge and spin**: 124.5 kJ/mol
**<S²>**: 0.76
**Multiplicity**: 2
**Charge**: +1
**DFT total energy**: -742.49815 a.u.

***

[10]
ORCA calculation (the ωB97M-V functional and the def2-TZVPD basis) on a cluster of 2 separate species, C4H15NSi2 in total.

Structure (XYZ):
```
22
Properties=species:S:1:pos:R:3:forces:R:3
C -4.209003 -0.994135 0.183009 0.6 2.0 -0.6
C 0.466969 1.562392 -0.608468 -0.1 -2.3 2.5
C -2.699757 -1.086783 0.553933 0.9 -1.1 0.7
C -1.813080 0.226594 0.342250 -0.2 -2.4 -1.1
N 3.507227 -0.314893 1.213103 0.9 -0.2 0.7
Si 4.360412 -0.024835 -0.324767 -0.6 1.2 1.0
Si 0.110444 -0.180315 0.182734 -1.3 1.2 -0.3
H -4.250895 -1.019228 -0.897390 0.0 0.3 -0.5
H -4.771446 -1.863497 0.430523 -0.5 -0.5 0.9
H -4.759212 -0.009567 0.445737 1.0 -1.7 0.1
H 1.447528 1.651363 -0.892221 2.5 0.4 -0.6
H -0.124025 1.807629 -1.401531 -1.9 0.6 -2.1
H 0.258708 2.222718 0.210244 -0.2 0.7 0.6
H -2.559449 -1.617609 1.599180 -0.2 1.6 -1.6
H -2.203215 -1.868840 -0.089401 -0.8 0.5 0.3
H -2.024241 0.876000 1.135691 -0.1 1.3 1.4
H -2.108691 0.792810 -0.572570 0.0 -0.6 0.4
H 4.004738 -0.283996 2.157135 -1.0 0.0 -2.2
H 2.542559 0.010243 1.292878 0.6 -0.4 0.0
H 3.418072 0.614456 -1.302681 0.0 -0.4 0.3
H 5.077486 -1.070841 -1.141077 -0.2 0.1 0.8
H 5.220847 1.111654 0.116730 0.5 -0.4 -0.5
```
Forces are in eV/Å.

**Energy above the lowest of the compared OMol25 structures with the same formula, charge and spin**: 403.3 kJ/mol
**Multiplicity**: 1
**DFT total energy**: -795.02809 a.u.

***

What is the DFT total energy in the seventh record?
-592.31107 a.u.